1.
Here is a 2-piece molecular cluster, C9H11N5O overall from the Open Molecules 2025 dataset. Energies are from ωB97M-V with the def2-TZVPD basis set.

Summary:
SMILES = C=C/N=N/N(C)c1cccnc1.N=C=O
multiplicity = 1
lowest unoccupied orbital energy = 0.004 Eh
frontier orbital gap = 8.2 eV

Each atom is followed by the atoms it is bonded to, with distances in Å.
Geometry (Å):
1 O 1.21 3.71 0.09  C7 1.170
2 N 1.91 -1.55 0.01  N3 1.249, C15 1.365
3 N 0.88 -0.93 0.33  N2 1.249, N5 1.312
4 N -3.54 0.37 -0.49  C8 1.355, C13 1.333
5 N -0.25 -1.20 -0.28  N3 1.312, C11 1.523, C12 1.379
6 N 1.64 1.88 -1.31  C7 1.186, H20 1.012
7 C 1.38 2.85 -0.67  O1 1.170, N6 1.186
8 C -3.64 0.91 0.75  N4 1.355, C14 1.402, H22 1.050
9 C 3.41 -0.08 1.26  C15 1.355, H16 1.045, H26 1.135
10 C -1.41 0.24 1.28  C12 1.383, C14 1.378, H24 1.190
11 C -0.28 -2.07 -1.53  N5 1.523, H18 1.060, H21 1.054, H25 1.067
12 C -1.34 -0.44 0.08  N5 1.379, C10 1.383, C13 1.356
13 C -2.37 -0.20 -0.77  N4 1.333, C12 1.356, H17 1.104
14 C -2.55 0.94 1.63  C8 1.402, C10 1.378, H19 1.078
15 C 3.09 -1.22 0.61  N2 1.365, C9 1.355, H23 1.063
16 H 2.78 0.75 1.24  C9 1.045
17 H -2.20 -0.25 -1.86  C13 1.104
18 H 0.32 -1.88 -2.39  C11 1.060
19 H -2.77 1.43 2.56  C14 1.078
20 H 1.85 1.80 -2.30  N6 1.012
21 H -0.10 -3.04 -1.16  C11 1.054
22 H -4.48 1.55 0.83  C8 1.050
23 H 3.89 -1.87 0.36  C15 1.063
24 H -0.59 -0.01 2.11  C10 1.190
25 H -1.30 -2.00 -1.81  C11 1.067
26 H 4.47 0.31 1.43  C9 1.135

=====

2.
Here is a 2-piece molecular cluster, C9H11NO overall from the Open Molecules 2025 dataset. Energies are from ωB97M-V with the def2-TZVPD basis set.

Summary:
multiplicity = 1
lowest unoccupied orbital energy = 0.020 Eh
frontier orbital gap = 8.9 eV

Each atom is followed by the atoms it is bonded to, with distances in Å.
Geometry (Å):
1 O -0.20 1.84 0.99  C5 1.321
2 N -0.76 -0.74 1.30  C3 1.472, C4 1.443, H19 0.985
3 C -0.63 -1.11 -0.12  N2 1.472, C6 1.454, C9 1.388
4 C 0.45 0.04 1.24  N2 1.443, C6 1.485, C8 1.467
5 C -1.24 1.81 0.19  O1 1.321, H15 1.057, H17 1.057, H20 1.150
6 C 0.71 -0.56 -0.10  C3 1.454, C4 1.485, C11 1.373
7 C 0.89 -1.29 -2.31  C10 1.364, C11 1.426, H14 1.097
8 C 1.45 0.19 2.30  C4 1.467, H13 1.064, H18 1.096, H22 1.146
9 C -1.28 -1.64 -1.23  C3 1.388, C10 1.396, H16 1.086
10 C -0.36 -1.82 -2.26  C7 1.364, C9 1.396, H12 1.083
11 C 1.50 -0.59 -1.22  C6 1.373, C7 1.426, H21 1.167
12 H -0.81 -2.09 -3.21  C10 1.083
13 H 1.00 0.76 3.09  C8 1.064
14 H 1.55 -1.57 -3.14  C7 1.097
15 H -1.86 2.57 0.58  C5 1.057
16 H -2.21 -2.19 -1.34  C9 1.086
17 H -0.95 2.03 -0.80  C5 1.057
18 H 1.78 -0.82 2.56  C8 1.096
19 H -1.53 -0.57 1.89  N2 0.985
20 H -1.76 0.79 0.32  C5 1.150
21 H 2.59 -0.21 -1.40  C11 1.167
22 H 2.32 0.75 1.82  C8 1.146

=====

3.
Here is one molecule with the formula C9H11NO2S from the Open Molecules 2025 dataset. Energies are from ωB97M-V with the def2-TZVPD basis set.

Summary:
SMILES = CC(C)=C(N)O[C@@H]1C=CSC1=C=O
multiplicity = 1
lowest unoccupied orbital energy = 0.027 Eh
frontier orbital gap = 8.4 eV

Each atom is followed by the atoms it is bonded to, with distances in Å.
Geometry (Å):
1 S -2.62 -2.31 0.07  C12 1.813, C13 1.753
2 O 0.66 -0.47 1.02  C8 1.385, C10 1.398
3 O -2.15 0.83 -1.41  C6 1.170
4 N -0.04 1.64 1.32  C10 1.363, H15 1.027, H23 1.033
5 C -0.56 -2.48 1.70  C8 1.512, C12 1.325, H14 1.073
6 C -1.93 0.08 -0.54  O3 1.170, C13 1.293
7 C 1.70 -0.06 -1.59  C11 1.521, H19 1.124, H20 1.061, H21 1.076
8 C -0.54 -0.99 1.45  O2 1.385, C5 1.512, C13 1.619, H16 1.118
9 C 0.88 2.36 -1.52  C11 1.500, H17 1.119, H18 1.168, H22 1.087
10 C 0.56 0.79 0.43  O2 1.398, N4 1.363, C11 1.349
11 C 0.97 1.04 -0.83  C7 1.521, C9 1.500, C10 1.349
12 C -1.47 -3.25 1.12  S1 1.813, C5 1.325, H24 1.102
13 C -1.71 -0.84 0.34  S1 1.753, C6 1.293, C8 1.619
14 H 0.18 -2.89 2.36  C5 1.073
15 H 0.54 1.63 2.16  N4 1.027
16 H -0.85 -0.59 2.45  C8 1.118
17 H 1.42 3.24 -1.09  C9 1.119
18 H 1.30 2.22 -2.60  C9 1.168
19 H 2.55 0.41 -2.15  C7 1.124
20 H 2.13 -0.88 -1.07  C7 1.061
21 H 1.03 -0.34 -2.38  C7 1.076
22 H -0.18 2.60 -1.50  C9 1.087
23 H -0.18 2.55 0.86  N4 1.033
24 H -1.69 -4.28 1.42  C12 1.102

=====

4.
Here is one molecule with the formula C9H11NO2S2 from the Open Molecules 2025 dataset. Energies are from ωB97M-V with the def2-TZVPD basis set.

Summary:
SMILES = CN1c2ccccc2S[C@H]1S(C)(=O)=O
multiplicity = 1
lowest unoccupied orbital energy = 0.021 Eh
frontier orbital gap = 8.2 eV

Each atom is followed by the atoms it is bonded to, with distances in Å.
Geometry (Å):
1 S 0.26 -1.83 1.08  C10 2.009, C14 1.784
2 S 2.17 -0.04 -0.46  O3 1.440, O4 1.422, C10 1.984, C12 1.812
3 O 3.23 0.90 -0.21  S2 1.440
4 O 1.21 0.04 -1.51  S2 1.422
5 N 0.07 0.83 1.14  C10 1.357, C11 1.381, C13 1.425
6 C -3.02 0.63 -0.82  C8 1.383, C9 1.422, H15 1.176
7 C -2.20 -1.64 -0.34  C9 1.412, C14 1.393, H25 1.098
8 C -2.00 1.20 -0.06  C6 1.383, C11 1.388, H22 1.020
9 C -3.14 -0.78 -0.94  C6 1.422, C7 1.412, H19 1.023
10 C 1.13 -0.02 1.22  S1 2.009, S2 1.984, N5 1.357, H16 1.069
11 C -1.06 0.36 0.51  N5 1.381, C8 1.388, C14 1.419
12 C 2.97 -1.67 -0.55  S2 1.812, H18 1.111, H23 1.047, H24 1.174
13 C 0.51 2.17 0.97  N5 1.425, H17 1.175, H20 1.068, H21 1.063
14 C -1.20 -1.05 0.42  S1 1.784, C7 1.393, C11 1.419
15 H -3.78 1.33 -1.38  C6 1.176
16 H 1.88 -0.11 1.98  C10 1.069
17 H 1.68 2.28 0.87  C13 1.175
18 H 2.87 -2.04 -1.59  C12 1.111
19 H -3.83 -1.34 -1.45  C9 1.023
20 H -0.02 2.75 1.70  C13 1.068
21 H 0.23 2.43 -0.02  C13 1.063
22 H -2.07 2.22 -0.05  C8 1.020
23 H 3.94 -1.49 -0.18  C12 1.047
24 H 2.25 -2.40 0.01  C12 1.174
25 H -2.08 -2.74 -0.34  C7 1.098

=====

5.
Here is a 3-piece molecular cluster, C9H11NO3 overall from the Open Molecules 2025 dataset. Energies are from ωB97M-V with the def2-TZVPD basis set.

Summary:
multiplicity = 1
lowest unoccupied orbital energy (spin up / spin down) = -0.021 / 0.019 Eh
frontier orbital gap (spin up / spin down) = 6.8 / 8.1 eV

Each atom is followed by the atoms it is bonded to, with distances in Å.
Geometry (Å):
1 O -3.77 -3.72 0.11  C7 1.143
2 O 0.27 -0.78 2.10  N4 1.395, H20 0.988
3 O -3.02 -1.69 0.83  C7 1.147
4 N 0.25 -0.71 0.70  O2 1.395, C12 1.284
5 C 2.57 -0.04 0.33  C8 1.491, H14 1.055, H22 1.136
6 C -1.53 0.86 0.83  C10 1.407, C12 1.440, H24 1.040
7 C -3.44 -2.68 0.43  O1 1.143, O3 1.147
8 C 2.47 1.42 0.63  C5 1.491, H16 1.114, H19 1.152, H21 1.092
9 C -1.85 0.35 -1.89  C11 1.416, C13 1.396, H23 1.092
10 C -2.71 1.24 0.16  C6 1.407, C11 1.358, H18 1.083
11 C -2.85 1.04 -1.17  C9 1.416, C10 1.358, H15 1.114
12 C -0.57 0.07 0.10  N4 1.284, C6 1.440, C13 1.384
13 C -0.71 -0.16 -1.26  C9 1.396, C12 1.384, H17 1.054
14 H 2.72 -0.42 -0.64  C5 1.055
15 H -3.85 1.31 -1.58  C11 1.114
16 H 1.82 1.55 1.53  C8 1.114
17 H 0.12 -0.71 -1.59  C13 1.054
18 H -3.44 1.59 0.88  C10 1.083
19 H 1.90 2.10 -0.10  C8 1.152
20 H 0.38 -1.75 2.26  O2 0.988
21 H 3.39 1.92 0.93  C8 1.092
22 H 3.14 -0.68 1.07  C5 1.136
23 H -1.97 -0.05 -2.90  C9 1.092
24 H -1.34 0.94 1.85  C6 1.040

=====

6.
Here is one molecule with the formula C9H11NO3 from the Open Molecules 2025 dataset. Energies are from ωB97M-V with the def2-TZVPD basis set.

Summary:
SMILES = C[C@H](N=O)C(O)(O)c1ccccc1
multiplicity = 1
lowest unoccupied orbital energy = 0.000 Eh
frontier orbital gap = 9.1 eV

Each atom is followed by the atoms it is bonded to, with distances in Å.
Geometry (Å):
1 O 1.41 -2.07 -0.81  C9 1.374, H21 0.979
2 O 4.11 -0.20 0.84  N4 1.150
3 O 1.57 -0.06 -1.94  C9 1.440, H22 1.015
4 N 3.32 0.07 0.04  O2 1.150, C6 1.488
5 C -2.14 -1.44 0.82  C11 1.345, C12 1.405, H24 1.104
6 C 1.93 -0.13 0.52  N4 1.488, C7 1.552, C9 1.591, H16 1.107
7 C 1.53 1.35 0.72  C6 1.552, H14 1.075, H15 1.095, H19 1.126
8 C -0.39 -0.59 -0.50  C9 1.562, C11 1.387, C13 1.411
9 C 1.15 -0.72 -0.74  O1 1.374, O3 1.440, C6 1.591, C8 1.562
10 C -2.55 0.28 -0.86  C12 1.404, C13 1.378, H18 1.094
11 C -0.82 -1.35 0.58  C5 1.345, C8 1.387, H20 1.093
12 C -3.03 -0.65 0.08  C5 1.405, C10 1.404, H23 1.091
13 C -1.22 0.31 -1.20  C8 1.411, C10 1.378, H17 1.057
14 H 0.79 1.42 1.50  C7 1.075
15 H 2.43 1.90 1.03  C7 1.095
16 H 1.75 -0.86 1.34  C6 1.107
17 H -0.77 0.94 -1.93  C13 1.057
18 H -3.13 1.12 -1.25  C10 1.094
19 H 1.12 1.70 -0.27  C7 1.126
20 H -0.12 -1.97 1.15  C11 1.093
21 H 2.13 -2.17 -1.47  O1 0.979
22 H 2.42 0.37 -1.59  O3 1.015
23 H -4.09 -0.88 0.21  C12 1.091
24 H -2.68 -2.18 1.44  C5 1.104

=====

| no. | largest force on an atom (eV/Å) |
| --- | --- |
| 1 | 4.27 |
| 2 | 5.92 |
| 3 | 2.85 |
| 4 | 6.19 |
| 5 | 5.78 |
| 6 | 4.57 |